Formula: C23H39B2F5NO17P2
Source: OMol25
Level of theory: wB97M-V/def2-TZVPD

```
89
Properties=species:S:1:pos:R:3:lowdin_charge:R:1
C 0.82 4.83 3.31 -0.02
C 1.10 3.36 3.99 -0.24
O 1.82 3.37 5.14 -0.01
O 0.59 2.06 3.45 -0.01
C 1.10 2.05 2.06 -0.22
O 2.39 1.68 1.90 0.02
C 0.16 2.53 0.76 0.00
C -0.59 1.15 0.15 -0.30
C 0.55 0.61 -0.91 0.00
O -0.81 0.38 1.34 -0.14
C -0.59 -1.03 1.37 -0.40
C 0.99 -1.51 1.62 -0.13
C 1.15 -2.99 2.29 -0.19
C 2.65 -3.56 1.79 -0.38
C 2.47 -4.18 0.28 -0.11
C 3.84 -2.45 1.95 -0.10
P -1.53 -2.12 0.12 0.88
O -3.12 -2.18 0.37 -0.51
B -1.29 -1.47 2.85 -0.46
N -1.23 -0.48 4.02 0.14
O -1.94 -2.77 3.09 0.01
C -1.99 1.55 -0.68 -0.31
C -3.33 1.40 0.30 -0.02
C -3.48 2.56 1.44 -0.21
O -2.62 2.44 2.62 -0.06
C -5.05 2.42 2.02 -0.17
F -4.97 2.70 3.50 -0.01
F -5.93 3.48 1.46 0.00
F -5.60 1.05 1.90 0.03
C -2.03 3.07 -1.26 -0.16
P -0.88 3.50 -2.71 0.74
O -0.52 2.34 -3.71 -0.34
O 0.63 4.30 -2.24 -0.23
O -1.74 4.71 -3.67 -0.24
O -2.04 0.56 -1.76 -0.17
C -3.12 0.71 -2.71 -0.19
C -3.86 -0.77 -2.97 -0.08
C -2.98 -1.45 -4.22 -0.20
O -1.57 -1.65 -3.85 -0.16
C -0.65 -1.36 -4.97 -0.13
O 0.50 -0.67 -4.80 -0.04
H -0.21 5.26 3.70 0.10
H 0.88 4.85 2.14 0.08
H 1.65 5.61 3.68 0.11
H -0.61 3.30 1.20 0.10
H 0.92 2.99 -0.01 0.13
H 0.87 1.43 -1.71 0.11
H 0.34 -0.44 -1.38 0.08
H 1.54 0.47 -0.25 0.11
H 1.53 -1.56 0.55 0.12
H 1.51 -0.73 2.35 0.13
H 1.23 -2.98 3.48 0.13
H 0.39 -3.80 1.94 0.10
H 2.86 -4.49 2.51 0.13
H 1.73 -3.54 -0.40 0.08
H 1.94 -5.24 0.39 0.08
H 3.49 -4.37 -0.26 0.09
H 3.65 -1.87 2.95 0.08
H 3.90 -1.77 1.00 0.09
H 4.85 -3.05 2.10 0.09
H -1.09 -3.50 0.37 0.04
H -1.28 -1.88 -1.27 0.01
H -1.63 -0.97 4.87 0.09
H -0.23 -0.29 4.25 0.07
H -1.48 -3.25 3.87 0.13
H -3.36 0.36 0.87 0.14
H -4.35 1.42 -0.32 0.15
H -3.41 3.67 1.07 0.15
H -2.16 3.33 2.80 0.12
H -3.14 3.27 -1.65 0.13
H -1.88 3.93 -0.45 0.11
H 0.29 5.03 -1.60 0.08
H -1.08 5.41 -4.00 0.08
H -3.98 1.44 -2.45 0.12
H -2.76 1.03 -3.81 0.14
H -3.76 -1.49 -2.06 0.10
H -4.96 -0.66 -3.35 0.12
H -2.97 -0.70 -5.14 0.13
H -3.40 -2.49 -4.55 0.13
H -0.83 -1.77 -6.07 0.17
B 6.97 -3.99 -3.04 -0.97
O 5.66 -3.35 -3.16 0.22
C 5.41 -2.73 -2.00 -0.41
O 4.40 -2.09 -1.77 0.11
C 6.51 -2.93 -1.10 -0.40
O 6.60 -2.49 0.03 0.11
O 7.45 -3.68 -1.70 0.22
F 7.88 -3.46 -4.04 0.06
F 6.83 -5.43 -3.20 0.06
```

Values from the calculation:
Energy in eV: -94295.9708
HOMO energy in Eh: -0.2570
Orbital gap in eV: 7.71
Multiplicity: 1
Net charge: -1

***

Formula: C23H39Cl3N3O3SSiSm
Source: OMol25
Level of theory: wB97M-V/def2-TZVPD

```
74
Properties=species:S:1:pos:R:3:lowdin_spin:R:1
C -2.06 -2.37 -4.31 0.00
C -1.55 -2.65 -2.92 0.00
H -2.45 -3.25 -4.89 0.00
H -1.22 -1.95 -4.91 0.00
H -2.90 -1.66 -4.28 0.00
C -0.84 -3.76 -2.67 0.00
C -0.36 -4.69 -3.73 0.00
H -0.63 -4.15 -1.68 0.00
H 0.40 -4.19 -4.35 0.00
H -1.17 -5.04 -4.41 0.00
H 0.12 -5.57 -3.27 0.00
Sm 1.35 1.95 1.99 5.05
Cl -1.53 2.15 1.87 -0.01
Cl 3.47 3.05 1.27 -0.01
H 1.00 6.98 5.15 0.00
H -1.51 7.09 4.54 0.00
C 1.22 6.42 4.24 0.00
C -1.20 6.66 3.59 0.00
N -0.02 5.84 3.75 0.00
H 1.96 5.64 4.42 0.00
C -0.06 4.58 3.36 0.00
O 0.93 3.81 3.39 -0.01
H -1.98 5.99 3.22 0.00
H -1.04 4.26 2.97 0.00
H 1.61 7.14 3.51 0.00
H -1.04 7.45 2.85 0.00
H 2.00 -0.84 -2.11 0.00
H 2.38 -3.80 -1.22 0.00
C 3.05 -0.98 -1.80 0.00
C 3.34 -3.32 -0.94 0.00
N 3.17 -1.88 -0.66 0.00
H 3.46 0.01 -1.54 0.00
C 2.92 -1.41 0.59 0.00
O 2.80 -0.20 0.87 0.00
H 3.73 -3.82 -0.05 0.00
H 2.85 -2.22 1.34 0.00
H 3.62 -1.42 -2.63 0.00
H 4.04 -3.44 -1.78 0.00
O -1.02 -0.38 -1.94 0.00
C -1.78 -1.58 -1.83 0.00
C -0.20 -2.46 -0.17 0.00
C -1.53 -2.13 -0.46 0.00
H 0.59 -2.25 -0.90 0.00
C 0.06 -3.22 0.98 0.00
H -2.85 -1.35 -1.92 0.00
C -2.57 -2.30 0.45 0.00
H 1.07 -3.62 1.19 0.00
C -0.98 -3.33 1.91 0.00
C -2.29 -2.91 1.66 0.00
H -3.55 -1.93 0.18 0.00
H -0.76 -3.79 2.87 0.00
H -3.05 -2.93 2.42 0.00
Si -1.12 1.21 -2.42 0.00
Cl 0.72 1.08 -0.19 -0.02
C 0.21 2.61 -2.79 0.00
C -2.24 2.36 -1.42 0.00
C -1.30 0.59 -4.14 0.00
H 0.75 3.09 -1.95 0.00
H -0.35 3.42 -3.28 0.00
H 0.94 2.32 -3.55 0.00
H -0.37 -0.01 -4.31 0.00
H -1.38 1.39 -4.89 0.00
H -2.26 0.03 -4.14 0.00
H -2.99 1.79 -0.85 0.00
H -2.71 2.98 -2.21 0.00
H -1.70 3.05 -0.73 0.00
S -0.78 -1.61 4.76 0.00
C 0.92 -1.77 5.00 0.00
C 1.61 -0.94 4.14 0.00
N 0.81 -0.10 3.36 -0.01
C -0.47 -0.43 3.53 0.00
H 1.36 -2.43 5.73 0.00
H 2.68 -0.85 4.05 0.00
H -1.30 0.03 3.01 0.00
```

Values from the calculation:
ΔE to the lowest compared entry with this formula, charge and spin in kJ/mol: 316.0
Energy in eV: -109285.8330
HOMO energy (alpha / beta) in Eh: -0.3033 / -0.3035
Orbital gap (alpha / beta) in eV: 8.44 / 8.47
Multiplicity: 6
Expectation value of S²: 8.758
Net charge: 0

***

Formula: C23H39F6GeN6OSSbSeTi
Source: OMol25
Level of theory: wB97M-V/def2-TZVPD

```
80
Properties=species:S:1:pos:R:3:lowdin_spin:R:1
Ti -0.97 1.64 -2.01 0.06
N -0.21 5.63 -3.03 0.14
C -0.69 4.53 -2.51 0.05
S -1.59 3.41 -3.46 0.00
N -0.55 4.42 -1.13 0.43
N -1.14 3.29 -0.74 0.12
C -1.80 3.39 0.41 0.03
C -2.81 2.52 0.80 0.03
C -3.63 2.84 1.92 0.03
C -4.80 2.15 2.13 0.00
C -5.19 1.15 1.22 0.07
C -4.41 0.79 0.13 0.00
C -3.21 1.45 -0.06 0.04
O -2.40 1.13 -1.07 0.00
H -0.27 5.82 -4.02 0.00
H 0.24 6.32 -2.44 0.00
H -1.62 4.31 0.97 0.00
H -3.33 3.65 2.57 0.00
H -5.43 2.40 2.97 0.00
H -6.13 0.65 1.38 0.00
H -4.72 0.02 -0.56 0.00
C -4.07 -5.82 1.65 0.00
C -3.09 -5.05 0.78 0.00
C -3.79 -4.05 -0.13 0.00
C -2.86 -3.38 -1.15 0.00
Ge -1.45 -2.38 -0.27 0.00
C 0.18 -3.17 0.44 0.00
C 1.08 -3.89 -0.57 0.00
C 2.35 -4.43 0.07 0.00
C 3.24 -5.16 -0.94 0.00
H -3.55 -6.48 2.34 0.00
H -4.73 -6.44 1.03 0.00
H -4.69 -5.14 2.23 0.00
H -2.50 -5.74 0.18 0.00
H -2.37 -4.52 1.43 0.00
H -4.29 -3.29 0.47 0.00
H -4.58 -4.56 -0.69 0.00
H -3.41 -2.69 -1.79 0.00
H -2.39 -4.12 -1.81 0.00
H -1.97 -1.22 0.59 0.00
H -0.16 -3.88 1.20 0.00
H 0.73 -2.39 0.97 0.00
H 1.36 -3.22 -1.40 0.00
H 0.53 -4.72 -1.03 0.00
H 2.09 -5.10 0.89 0.00
H 2.90 -3.59 0.51 0.00
H 2.71 -6.00 -1.38 0.00
H 4.14 -5.55 -0.47 0.00
H 3.55 -4.49 -1.75 0.00
Se -0.35 -1.11 -2.19 0.00
C -1.80 -0.55 -3.17 0.00
N -2.58 0.11 -3.72 0.00
C 4.17 3.59 1.31 0.00
C 2.71 3.45 0.81 0.00
N 2.12 2.19 1.25 0.00
C 2.99 1.08 0.82 0.00
C 4.36 1.14 1.54 0.00
N 4.41 2.46 2.27 0.00
C 3.39 2.48 3.37 0.00
C 2.02 2.18 2.71 0.00
H 4.36 4.52 1.84 0.00
H 4.90 3.48 0.51 0.00
H 2.69 3.49 -0.28 0.00
H 2.10 4.27 1.19 0.00
H 3.12 1.15 -0.26 0.00
H 2.50 0.13 1.04 0.00
H 5.20 1.12 0.85 0.00
H 4.49 0.36 2.29 0.00
H 5.34 2.57 2.68 0.00
H 3.44 3.47 3.83 0.00
H 3.68 1.74 4.10 0.00
H 1.29 2.93 3.03 0.00
H 1.65 1.21 3.04 0.00
F 0.89 1.92 -1.72 0.00
Sb 2.11 1.62 -3.59 0.00
F 2.35 -0.03 -2.75 0.00
F 2.76 1.12 -5.23 0.00
F 0.26 1.19 -3.94 0.00
F 1.62 3.39 -3.93 0.00
F 3.53 2.28 -2.58 0.00
```

Values from the calculation:
ΔE to the lowest compared entry with this formula, charge and spin in kJ/mol: 59.7
Energy in eV: -214105.8342
HOMO energy (alpha / beta) in Eh: -0.6327 / -0.6327
Orbital gap (alpha / beta) in eV: 6.95 / 5.69
Multiplicity: 2
Expectation value of S²: 0.775
Net charge: +3

***

> multiplicity of number 3 (C23H39F6GeN6OSSbSeTi)?

2

***

> energy of number 2 (C23H39Cl3N3O3SSiSm)?

-109285.8330 eV

***

What did the third record say?
Formula: C23H39F6GeN6OSSbSeTi
Source: OMol25
Level of theory: wB97M-V/def2-TZVPD

```
80
Properties=species:S:1:pos:R:3:lowdin_spin:R:1
Ti -0.97 1.64 -2.01 0.06
N -0.21 5.63 -3.03 0.14
C -0.69 4.53 -2.51 0.05
S -1.59 3.41 -3.46 0.00
N -0.55 4.42 -1.13 0.43
N -1.14 3.29 -0.74 0.12
C -1.80 3.39 0.41 0.03
C -2.81 2.52 0.80 0.03
C -3.63 2.84 1.92 0.03
C -4.80 2.15 2.13 0.00
C -5.19 1.15 1.22 0.07
C -4.41 0.79 0.13 0.00
C -3.21 1.45 -0.06 0.04
O -2.40 1.13 -1.07 0.00
H -0.27 5.82 -4.02 0.00
H 0.24 6.32 -2.44 0.00
H -1.62 4.31 0.97 0.00
H -3.33 3.65 2.57 0.00
H -5.43 2.40 2.97 0.00
H -6.13 0.65 1.38 0.00
H -4.72 0.02 -0.56 0.00
C -4.07 -5.82 1.65 0.00
C -3.09 -5.05 0.78 0.00
C -3.79 -4.05 -0.13 0.00
C -2.86 -3.38 -1.15 0.00
Ge -1.45 -2.38 -0.27 0.00
C 0.18 -3.17 0.44 0.00
C 1.08 -3.89 -0.57 0.00
C 2.35 -4.43 0.07 0.00
C 3.24 -5.16 -0.94 0.00
H -3.55 -6.48 2.34 0.00
H -4.73 -6.44 1.03 0.00
H -4.69 -5.14 2.23 0.00
H -2.50 -5.74 0.18 0.00
H -2.37 -4.52 1.43 0.00
H -4.29 -3.29 0.47 0.00
H -4.58 -4.56 -0.69 0.00
H -3.41 -2.69 -1.79 0.00
H -2.39 -4.12 -1.81 0.00
H -1.97 -1.22 0.59 0.00
H -0.16 -3.88 1.20 0.00
H 0.73 -2.39 0.97 0.00
H 1.36 -3.22 -1.40 0.00
H 0.53 -4.72 -1.03 0.00
H 2.09 -5.10 0.89 0.00
H 2.90 -3.59 0.51 0.00
H 2.71 -6.00 -1.38 0.00
H 4.14 -5.55 -0.47 0.00
H 3.55 -4.49 -1.75 0.00
Se -0.35 -1.11 -2.19 0.00
C -1.80 -0.55 -3.17 0.00
N -2.58 0.11 -3.72 0.00
C 4.17 3.59 1.31 0.00
C 2.71 3.45 0.81 0.00
N 2.12 2.19 1.25 0.00
C 2.99 1.08 0.82 0.00
C 4.36 1.14 1.54 0.00
N 4.41 2.46 2.27 0.00
C 3.39 2.48 3.37 0.00
C 2.02 2.18 2.71 0.00
H 4.36 4.52 1.84 0.00
H 4.90 3.48 0.51 0.00
H 2.69 3.49 -0.28 0.00
H 2.10 4.27 1.19 0.00
H 3.12 1.15 -0.26 0.00
H 2.50 0.13 1.04 0.00
H 5.20 1.12 0.85 0.00
H 4.49 0.36 2.29 0.00
H 5.34 2.57 2.68 0.00
H 3.44 3.47 3.83 0.00
H 3.68 1.74 4.10 0.00
H 1.29 2.93 3.03 0.00
H 1.65 1.21 3.04 0.00
F 0.89 1.92 -1.72 0.00
Sb 2.11 1.62 -3.59 0.00
F 2.35 -0.03 -2.75 0.00
F 2.76 1.12 -5.23 0.00
F 0.26 1.19 -3.94 0.00
F 1.62 3.39 -3.93 0.00
F 3.53 2.28 -2.58 0.00
```

Values from the calculation:
ΔE to the lowest compared entry with this formula, charge and spin in kJ/mol: 59.7
Energy in eV: -214105.8342
HOMO energy (alpha / beta) in Eh: -0.6327 / -0.6327
Orbital gap (alpha / beta) in eV: 6.95 / 5.69
Multiplicity: 2
Expectation value of S²: 0.775
Net charge: +3